# 1
DFT (ωB97M-V with the def2-TZVPD basis set) results for C4H8O as an isolated structure.

Energy above the lowest of the compared OMol25 structures with the same formula, charge and spin ... 44.9 kcal per mole
Highest occupied orbital energy ... -9.731 eV
Orbital gap ... 10.83 eV

Structure (XYZ):
```
13
C4H8O ωB97M-V with the def2-TZVPD basis set
C -0.48 0.99 -1.07
C -0.13 0.37 0.28
C -0.58 -0.86 1.11
O 0.80 -1.32 1.13
C 1.04 -0.51 -0.02
H 0.54 1.14 -1.48
H -0.96 1.97 -1.08
H -1.00 0.28 -1.72
H 0.16 1.14 1.01
H -1.24 -1.58 0.61
H -0.94 -0.69 2.13
H 1.96 0.08 -0.20
H 0.85 -1.10 -0.94
```


# 2
DFT (ωB97M-V with the def2-TZVPD basis set) results for one molecule with the formula C4H8O.

SMILES string ... C=CCCO
Energy above the lowest of the compared OMol25 structures with the same formula, charge and spin ... 25.8 kcal per mole
Highest occupied orbital energy ... -9.727 eV
Orbital gap ... 10.72 eV

Structure (XYZ):
```
13
C4H8O ωB97M-V with the def2-TZVPD basis set
C -1.42 0.37 -0.41
C -0.13 0.59 0.37
C 0.91 -0.50 0.15
C 2.14 -0.30 -0.27
H -2.03 -1.02 0.90
H -1.29 0.36 -1.51
H -2.09 1.20 -0.13
H 0.28 1.58 0.11
H -0.41 0.58 1.40
H 0.64 -1.53 0.31
H 2.61 0.67 -0.45
H 2.78 -1.13 -0.35
O -2.01 -0.88 -0.11
```


# 3
DFT (ωB97M-V with the def2-TZVPD basis set) results for a 2-piece molecular cluster, C4H8O overall.

SMILES string ... C=CC=O.C
Energy above the lowest of the compared OMol25 structures with the same formula, charge and spin ... 40.4 kcal per mole
Highest occupied orbital energy ... -10.015 eV
Orbital gap ... 10.12 eV

Structure (XYZ):
```
13
C4H8O ωB97M-V with the def2-TZVPD basis set
C -1.63 0.71 0.51
C 0.03 -0.99 -0.75
C 1.14 -0.90 -0.02
C 1.95 0.34 -0.12
O 1.57 1.33 -0.71
H -1.31 1.65 0.06
H -2.08 0.83 1.48
H -2.33 0.20 -0.16
H -0.72 -1.76 -0.61
H -0.19 -0.20 -1.47
H -0.74 0.12 0.67
H 1.39 -1.64 0.74
H 2.92 0.33 0.40
```


# 4
DFT (ωB97M-V with the def2-TZVPD basis set) results for one molecule with the formula C4H8O.

SMILES string ... CCC(C)=O
Energy above the lowest of the compared OMol25 structures with the same formula, charge and spin ... 33.7 kcal per mole
Highest occupied orbital energy ... -9.358 eV
Orbital gap ... 10.37 eV

Structure (XYZ):
```
13
C4H8O ωB97M-V with the def2-TZVPD basis set
C -0.79 0.32 -0.33
C -2.17 -0.31 0.05
C 1.98 0.42 0.20
C 0.76 -0.49 -0.12
O -0.83 1.49 -0.58
H 0.51 -1.23 0.64
H -2.35 -1.38 0.05
H -2.96 0.09 -0.57
H -2.25 -0.01 1.01
H 3.02 -0.08 -0.02
H 2.00 0.84 1.32
H 1.93 1.26 -0.53
H 1.14 -0.93 -1.10
```


# 5
DFT (ωB97M-V with the def2-TZVPD basis set) results for a 2-piece molecular cluster, C4H8O overall.

SMILES string ... CC=O.C=C
Energy above the lowest of the compared OMol25 structures with the same formula, charge and spin ... 32.1 kcal per mole
Highest occupied orbital energy ... -9.847 eV
Orbital gap ... 10.88 eV

Structure (XYZ):
```
13
C4H8O ωB97M-V with the def2-TZVPD basis set
C 1.48 -1.25 -1.65
C 0.32 -1.22 -2.28
H 1.70 -1.97 -0.87
H 2.28 -0.58 -1.94
H -0.48 -1.91 -2.03
H 0.09 -0.47 -3.03
O -0.99 -0.64 2.40
C -0.98 0.23 1.58
C -0.61 1.66 1.79
H -1.28 0.01 0.54
H -0.34 1.89 2.82
H -1.44 2.30 1.51
H 0.24 1.94 1.16
```


# 6
DFT (ωB97M-V with the def2-TZVPD basis set) results for one molecule with the formula C4H8O.

SMILES string ... CC1(O)CC1
Energy above the lowest of the compared OMol25 structures with the same formula, charge and spin ... 30.0 kcal per mole
Highest occupied orbital energy ... -9.900 eV
Orbital gap ... 10.91 eV

Structure (XYZ):
```
13
C4H8O ωB97M-V with the def2-TZVPD basis set
C -1.16 -0.60 0.65
C -0.17 0.01 -0.36
O -0.73 0.33 -1.59
C 1.26 -0.46 -0.33
C 0.88 0.87 0.27
H -0.74 -0.81 1.65
H -1.49 -1.56 0.24
H -2.03 0.04 0.81
H -0.99 1.26 -1.54
H 1.58 -1.28 0.31
H 1.77 -0.43 -1.29
H 0.53 0.84 1.29
H 1.30 1.80 -0.12
```


# 7
DFT (ωB97M-V with the def2-TZVPD basis set) results for one molecule with the formula C4H8O.

SMILES string ... C[C@@H]1C[C@H]1O
Energy above the lowest of the compared OMol25 structures with the same formula, charge and spin ... 33.1 kcal per mole
Highest occupied orbital energy ... -9.465 eV
Orbital gap ... 10.62 eV

Structure (XYZ):
```
13
C4H8O ωB97M-V with the def2-TZVPD basis set
C -0.26 0.16 -0.48
C -1.58 0.72 -0.05
C 0.88 0.06 0.46
C 0.37 -1.26 0.04
O 2.08 0.68 -0.10
H 2.81 0.06 -0.01
H -0.01 0.30 -1.53
H 0.71 0.37 1.49
H -2.30 -0.08 0.14
H -1.49 1.32 0.85
H -1.99 1.36 -0.83
H -0.12 -1.88 0.77
H 0.89 -1.80 -0.74
```


# 8
DFT (ωB97M-V with the def2-TZVPD basis set) results for one molecule with the formula C4H8O.

SMILES string ... CC1(O)CC1
Energy above the lowest of the compared OMol25 structures with the same formula, charge and spin ... 40.5 kcal per mole
Highest occupied orbital energy ... -9.697 eV
Orbital gap ... 10.76 eV

Structure (XYZ):
```
13
C4H8O ωB97M-V with the def2-TZVPD basis set
C -1.23 -0.79 0.63
C -0.20 0.12 -0.08
O -0.86 0.69 -1.20
C 1.16 -0.47 -0.30
C 1.07 0.96 0.12
H -0.99 -1.21 1.61
H -1.33 -1.64 -0.06
H -2.22 -0.33 0.66
H -1.06 1.58 -0.87
H 1.50 -1.12 0.50
H 1.45 -0.78 -1.30
H 1.51 1.35 1.03
H 1.20 1.64 -0.73
```


# 9
DFT (ωB97M-V with the def2-TZVPD basis set) results for one molecule with the formula C4H8O.

SMILES string ... CCCC=O
Energy above the lowest of the compared OMol25 structures with the same formula, charge and spin ... 6.6 kcal per mole
Highest occupied orbital energy ... -9.855 eV
Orbital gap ... 10.91 eV

Structure (XYZ):
```
13
C4H8O ωB97M-V with the def2-TZVPD basis set
C 0.32 0.33 1.72
C 0.63 -0.11 0.29
C -0.61 -0.20 -0.60
C -0.28 -0.24 -2.07
O 0.79 0.06 -2.54
H -0.37 -0.36 2.21
H -0.13 1.33 1.73
H 1.23 0.38 2.32
H 1.34 0.59 -0.18
H 1.14 -1.08 0.29
H -1.23 -1.07 -0.35
H -1.26 0.68 -0.45
H -1.12 -0.55 -2.74
```


# 10
DFT (ωB97M-V with the def2-TZVPD basis set) results for one molecule with the formula C4H8O.

SMILES string ... CC[C@H]1CO1
Energy above the lowest of the compared OMol25 structures with the same formula, charge and spin ... 48.2 kcal per mole
Highest occupied orbital energy ... -10.011 eV
Orbital gap ... 11.21 eV

Structure (XYZ):
```
13
C4H8O ωB97M-V with the def2-TZVPD basis set
C 0.41 1.86 -0.30
C -0.47 0.59 -0.36
C 0.22 -0.70 0.20
C -0.26 -2.08 0.69
O -0.02 -1.78 -0.66
H -0.10 2.72 -0.75
H 0.65 2.13 0.74
H 1.36 1.73 -0.84
H -0.65 0.37 -1.42
H -1.45 0.80 0.07
H 1.22 -0.49 0.57
H 0.36 -2.95 0.97
H -1.24 -2.16 1.13
```


# 11
DFT (ωB97M-V with the def2-TZVPD basis set) results for one molecule with the formula C4H8O.

SMILES string ... CC1(O)CC1
Energy above the lowest of the compared OMol25 structures with the same formula, charge and spin ... 22.8 kcal per mole
Highest occupied orbital energy ... -9.749 eV
Orbital gap ... 10.77 eV

Structure (XYZ):
```
13
C4H8O ωB97M-V with the def2-TZVPD basis set
C -0.27 0.24 1.42
C 0.34 0.04 0.06
C -0.39 -0.78 -0.96
C -0.27 0.70 -1.13
H -1.38 0.27 1.41
H 0.10 1.19 1.86
H 0.03 -0.57 2.09
H 1.99 -0.89 0.43
H 0.27 -1.33 -1.67
H -1.35 -1.21 -0.70
H -1.17 1.30 -0.91
H 0.36 1.06 -1.94
O 1.74 -0.03 0.05
```


# 12
DFT (ωB97M-V with the def2-TZVPD basis set) results for C4H8O as an isolated structure.

Energy above the lowest of the compared OMol25 structures with the same formula, charge and spin ... 103.2 kcal per mole
Highest occupied orbital energy ... -7.750 eV
Orbital gap ... 8.46 eV

Structure (XYZ):
```
13
C4H8O ωB97M-V with the def2-TZVPD basis set
C -1.52 0.54 0.28
C -0.29 -0.69 -0.50
C 1.03 -0.74 0.17
C 1.87 0.37 -0.07
O 1.53 1.37 -0.71
H -1.18 1.53 -0.02
H -1.74 0.49 1.35
H -2.39 0.21 -0.29
H -0.88 -1.60 -0.48
H -0.28 -0.14 -1.44
H -0.32 -0.05 0.56
H 1.29 -1.59 0.79
H 2.89 0.30 0.37
```


# 13
DFT (ωB97M-V with the def2-TZVPD basis set) results for one molecule with the formula C4H8O.

SMILES string ... CCCC=O
Energy above the lowest of the compared OMol25 structures with the same formula, charge and spin ... 9.6 kcal per mole
Highest occupied orbital energy ... -9.789 eV
Orbital gap ... 10.84 eV

Structure (XYZ):
```
13
C4H8O ωB97M-V with the def2-TZVPD basis set
O 2.30 -0.22 2.15
C 1.18 -0.08 1.71
C 0.80 -0.21 0.27
C -0.67 0.20 0.01
C -1.00 0.08 -1.47
H 0.41 0.14 2.47
H 1.48 0.39 -0.34
H 0.92 -1.23 -0.06
H -1.29 -0.52 0.56
H -0.85 1.21 0.35
H -2.05 0.28 -1.67
H -0.77 -0.88 -1.95
H -0.45 0.83 -2.04
```


# 14
DFT (ωB97M-V with the def2-TZVPD basis set) results for one molecule with the formula C4H8O.

SMILES string ... CC1(O)CC1
Energy above the lowest of the compared OMol25 structures with the same formula, charge and spin ... 24.7 kcal per mole
Highest occupied orbital energy ... -9.815 eV
Orbital gap ... 10.82 eV

Structure (XYZ):
```
13
C4H8O ωB97M-V with the def2-TZVPD basis set
C -1.37 -0.57 -0.08
C -0.11 0.31 -0.08
C 1.07 -0.15 0.72
C 1.10 -0.05 -0.82
H -1.08 -1.64 -0.24
H -2.07 -0.27 -0.88
H -1.98 -0.50 0.85
H -0.63 2.01 0.77
H 1.64 0.53 1.36
H 1.00 -1.15 1.16
H 1.19 -0.99 -1.36
H 1.61 0.79 -1.25
O -0.35 1.69 -0.13
```


# 15
DFT (ωB97M-V with the def2-TZVPD basis set) results for C4H8O as an isolated structure.

Energy above the lowest of the compared OMol25 structures with the same formula, charge and spin ... 71.6 kcal per mole
Highest occupied orbital energy ... -9.614 eV
Orbital gap ... 10.31 eV

Structure (XYZ):
```
13
C4H8O ωB97M-V with the def2-TZVPD basis set
C -0.03 1.23 1.20
C 0.86 0.33 0.29
C 0.03 -1.36 -0.45
C -0.64 -0.62 -1.51
O -0.75 0.59 -1.42
H -0.79 0.65 1.72
H -0.54 2.05 0.68
H 0.59 1.69 1.99
H 1.32 0.95 -0.49
H 1.57 -0.21 0.87
H 0.29 -2.42 -0.76
H -0.49 -1.45 0.49
H -0.99 -1.11 -2.43
```


# 16
DFT (ωB97M-V with the def2-TZVPD basis set) results for an isolated ion of composition C4H8O2 and charge -1.

Energy above the lowest of the compared OMol25 structures with the same formula, charge and spin ... 65.3 kcal per mole
Highest occupied orbital energy (spin up / spin down) ... -2.129 / -2.126 eV
Charge ... -1
⟨S²⟩ ... 0.7537
Orbital gap (spin up / spin down) ... 5.82 / 4.20 eV
Multiplicity ... 2

Structure (XYZ):
```
14
C4H8O2 ωB97M-V with the def2-TZVPD basis set
C -0.20 -1.39 1.36
O 0.56 -2.30 2.02
C 0.43 -0.66 0.16
C -0.44 0.35 -0.60
C 0.04 1.79 -0.80
O -0.29 2.15 -2.10
H -1.03 -2.09 0.84
H -0.65 -0.63 1.94
H 0.81 -1.52 -0.53
H 1.33 -0.19 0.63
H -0.85 -0.20 -1.65
H -1.27 0.55 -0.09
H 1.06 2.20 -1.03
H -0.53 2.46 -0.10
```


# 17
DFT (ωB97M-V with the def2-TZVPD basis set) results for an isolated ion of composition C4H8O2 and charge -2.

SMILES string ... [O-]CCCC[O-]
Energy above the lowest of the compared OMol25 structures with the same formula, charge and spin ... 1.2 kcal per mole
Highest occupied orbital energy ... 0.947 eV
Charge ... -2
Orbital gap ... 6.55 eV

Structure (XYZ):
```
14
C4H8O2 ωB97M-V with the def2-TZVPD basis set
C -0.22 0.76 -0.06
C 0.22 -0.69 0.20
C 1.73 -0.94 0.42
O 2.07 -2.25 0.59
C -1.71 0.89 -0.49
O -2.12 2.14 -0.83
H -0.07 1.44 0.79
H 0.37 1.20 -0.87
H -0.04 -1.29 -0.68
H -0.36 -1.12 1.03
H 2.04 -0.29 1.28
H 2.24 -0.43 -0.44
H -2.25 0.41 0.39
H -1.92 0.17 -1.32
```


# 18
DFT (ωB97M-V with the def2-TZVPD basis set) results for one molecule with the formula C4H8O2.

SMILES string ... CCCOC=O
Energy above the lowest of the compared OMol25 structures with the same formula, charge and spin ... 16.2 kcal per mole
Highest occupied orbital energy ... -10.705 eV
Orbital gap ... 11.70 eV

Structure (XYZ):
```
14
C4H8O2 ωB97M-V with the def2-TZVPD basis set
C 0.36 1.39 -1.25
C 0.72 0.93 0.16
C -0.33 -0.01 0.77
O 0.21 -1.34 0.81
C -0.62 -2.35 0.54
O -1.78 -2.27 0.24
H -0.50 2.06 -1.24
H 1.20 1.93 -1.71
H 0.11 0.54 -1.90
H 0.86 1.80 0.81
H 1.67 0.39 0.16
H -0.58 0.26 1.80
H -1.26 -0.03 0.19
H -0.06 -3.30 0.62
```


# 19
DFT (ωB97M-V with the def2-TZVPD basis set) results for one molecule with the formula C4H8O2.

SMILES string ... C[C@H]1O[C@H]1CO
Energy above the lowest of the compared OMol25 structures with the same formula, charge and spin ... 46.1 kcal per mole
Highest occupied orbital energy ... -10.111 eV
Orbital gap ... 11.13 eV

Structure (XYZ):
```
14
C4H8O2 ωB97M-V with the def2-TZVPD basis set
C -0.40 1.12 -1.23
C -1.00 0.62 0.06
O -1.28 -0.78 0.18
C -0.25 -0.22 1.00
C 1.16 -0.74 0.70
O 1.13 -1.96 0.00
H 0.31 0.39 -1.65
H 0.14 2.05 -1.02
H -1.17 1.33 -1.98
H -1.78 1.25 0.47
H -0.52 -0.16 2.06
H 1.69 -0.89 1.65
H 1.73 0.02 0.13
H 0.23 -2.03 -0.37
```


# 20
DFT (ωB97M-V with the def2-TZVPD basis set) results for a 2-piece molecular cluster, C4H8O2 overall.

SMILES string ... O=C1C[C@H]1O.C
Energy above the lowest of the compared OMol25 structures with the same formula, charge and spin ... 68.8 kcal per mole
Highest occupied orbital energy ... -9.250 eV
Orbital gap ... 9.77 eV

Structure (XYZ):
```
14
C4H8O2 ωB97M-V with the def2-TZVPD basis set
C -1.45 0.70 -1.66
C 0.42 0.59 1.17
O -0.01 1.71 1.14
C 0.59 -0.67 1.92
C 1.25 -0.48 0.53
O 0.81 -1.35 -0.47
H -2.52 0.89 -1.69
H -1.27 -0.35 -1.39
H -0.96 0.96 -2.60
H -1.01 1.28 -0.86
H 1.22 -0.72 2.81
H -0.27 -1.34 1.89
H 2.33 -0.30 0.53
H 0.86 -0.91 -1.33
```